80
Properties=species:S:1:pos:R:3 method="wB97M-V/def2-TZVPD" e_above_lowest_kcal_mol=16.8 e_tot_ha=-3426.760194 orbital_gap_ev=6.333 e_homo_ha=-0.14485 max_force_ev_per_a=0.50 total_charge=-1
H -3.80174 2.75833 2.10162
N 0.52761 -2.46682 2.49636
O 1.50819 2.81205 -1.60481
H 0.09040 -2.53947 4.50923
H -1.52023 -0.44417 3.48295
N -2.60452 1.76430 -0.43660
C 0.68168 -4.66240 -0.22897
C -0.11806 2.64462 3.57816
H 4.73411 -4.70334 -2.58566
H 2.38914 -1.95153 5.30948
H 0.76867 -1.68714 -0.58354
C -1.87442 5.38328 -0.49913
C -2.87492 3.01120 -0.58573
H 0.19924 -3.40940 2.36916
H -0.81187 -3.29267 -0.98933
H -1.06717 -2.78673 -3.32551
B -3.10110 -0.47158 -0.60448
H 2.46685 -3.35686 4.23606
O 0.42815 4.10715 0.16826
H -2.38711 0.70841 4.51373
H 0.11481 -5.56045 -0.48022
H 0.32928 3.51227 3.08605
H -3.13304 3.34726 3.62762
C -2.18732 0.42068 3.47509
F 2.09616 2.51426 0.66575
H -0.25691 -1.79728 -4.56151
H -4.84544 2.75803 -1.33722
F -2.12552 -0.59303 0.48800
C 1.66438 0.65349 -2.21073
Sc -0.52795 0.99660 0.00490
H -2.61067 5.75219 0.21946
C 4.14586 -2.80171 -1.75553
O -3.65183 0.89528 -0.52433
H 1.24162 -4.85522 0.68889
C 0.76142 -1.72879 1.40312
C -0.25925 -0.90188 -2.61206
B 1.70158 3.45779 -0.30696
H -4.73954 3.78715 0.09251
C 2.01466 -2.88316 -3.51233
N -0.63097 3.30338 -0.07947
F -4.12392 -1.37131 -0.45817
C 0.79735 -2.02360 3.85770
O -2.37748 -0.72170 -1.84791
H 2.81112 -4.75704 -4.15362
C 2.23203 -2.29155 4.28475
C -1.72980 3.89966 -0.39293
H -4.21649 4.42065 -1.46996
C 2.93864 -3.91953 -3.47713
C 2.99641 1.09725 -2.76089
H -0.52011 2.96301 4.54690
C 2.12306 -1.76306 -2.66949
H 1.21231 -2.95891 -4.22700
C -0.25138 -3.46756 -0.07004
Si -1.46830 1.88355 2.47348
H 3.30716 -0.97142 -1.05802
H 2.82214 1.93451 -3.43672
H -1.00366 -3.62927 0.70639
H 3.49044 0.29331 -3.29839
C 3.21703 -1.77738 -1.77771
H 0.68938 1.92997 3.75781
C -2.89705 3.14796 2.57686
H -3.12625 0.09116 3.02256
N 0.46469 -2.23941 0.21149
S 1.41498 -0.14875 1.48376
H -1.85108 -1.34614 -3.93728
N -1.03607 -0.35938 -1.72718
F 2.62146 4.48020 -0.44850
C 4.01698 -3.89269 -2.60660
H 4.96412 -2.75646 -1.04643
H -2.21968 5.66081 -1.49736
H 0.57970 -0.95845 3.90921
H -2.64731 4.10651 2.11352
C -4.25044 3.52606 -0.84993
C 1.16343 -0.64467 -2.55348
H -0.91732 5.85740 -0.30791
H 2.92027 -1.75139 3.63487
H 3.63819 1.47558 -1.96452
H 1.40301 -4.46998 -1.02528
C -0.88317 -1.76822 -3.67700
N 0.96138 1.52619 -1.53206